Below is a structure of composition C37H59HfN10O9PS in a non-equilibrium geometry, with properties calculated with ωB97M-V/def2-TZVPD.

Positions of all 118 atoms, in Å:
Hf: -0.07 1.27 0.26
C: -2.19 -0.05 3.78
O: -3.43 0.64 3.67
C: -3.89 1.08 2.46
C: -5.26 1.13 2.32
C: -5.86 1.61 1.16
C: -5.07 2.07 0.13
C: -3.67 2.01 0.23
C: -2.90 2.64 -0.80
N: -1.61 2.56 -0.88
N: -1.03 3.44 -1.79
C: 0.21 3.64 -1.44
O: 0.77 3.09 -0.41
C: 1.03 4.58 -2.24
C: 0.60 5.02 -3.49
C: 1.40 5.87 -4.23
C: 2.63 6.28 -3.74
C: 3.06 5.84 -2.50
C: 2.27 4.98 -1.75
C: -3.04 1.50 1.39
O: -1.74 1.44 1.51
H: -2.20 -0.47 4.78
H: -1.34 0.62 3.64
H: -2.12 -0.85 3.05
H: -5.86 0.77 3.14
H: -6.94 1.64 1.08
H: -5.52 2.48 -0.77
H: -3.41 3.29 -1.51
H: -0.36 4.70 -3.86
H: 1.07 6.21 -5.20
H: 3.26 6.94 -4.32
H: 4.02 6.16 -2.11
H: 2.59 4.62 -0.79
C: 0.96 -0.19 1.64
H: 2.05 -0.26 1.70
H: 0.56 -0.23 2.66
C: 4.30 -1.47 0.34
N: 3.67 -1.23 -0.97
C: 3.09 -2.45 -1.53
P: 3.08 0.25 -1.38
O: 1.69 0.64 -0.98
N: 3.11 0.23 -3.04
C: 2.44 1.34 -3.70
C: 4.22 -0.30 -3.82
N: 4.15 1.36 -0.77
C: 5.57 1.23 -1.04
C: 3.85 2.28 0.31
H: 5.18 -2.10 0.20
H: 3.61 -1.97 1.02
H: 4.61 -0.53 0.78
H: 3.90 -3.11 -1.86
H: 2.46 -2.21 -2.39
H: 2.51 -2.98 -0.78
H: 1.55 1.61 -3.15
H: 2.14 1.03 -4.71
H: 3.09 2.22 -3.79
H: 4.70 -1.11 -3.29
H: 4.96 0.47 -4.05
H: 3.83 -0.68 -4.77
H: 5.75 0.44 -1.76
H: 6.13 1.00 -0.13
H: 5.95 2.17 -1.45
H: 2.77 2.44 0.39
H: 4.32 3.25 0.09
H: 4.24 1.91 1.27
C: -2.31 -0.02 -4.03
C: -1.74 -1.40 -3.63
C: -0.42 -1.03 -2.93
O: -0.53 0.35 -2.59
C: -1.16 0.93 -3.72
H: -3.17 0.23 -3.42
H: -2.62 0.02 -5.08
H: -1.56 -2.04 -4.49
H: -2.41 -1.93 -2.96
H: 0.43 -1.15 -3.62
H: -0.23 -1.59 -2.02
H: -0.43 0.96 -4.55
H: -1.45 1.95 -3.48
C: 0.21 2.90 5.65
N: 1.22 2.72 4.62
C: 2.62 2.66 4.99
C: 0.87 2.66 3.36
N: 0.56 2.61 2.25
H: 0.32 2.12 6.40
H: -0.78 2.83 5.21
H: 0.33 3.88 6.13
H: 2.75 1.93 5.79
H: 2.97 3.63 5.33
H: 3.21 2.35 4.13
C: -3.93 -8.09 3.06
C: -2.97 -7.15 2.36
S: -3.86 -5.94 1.40
O: -4.39 -6.58 0.22
O: -4.78 -5.24 2.28
C: -2.59 -4.79 0.88
C: -2.49 -3.58 1.79
N: -1.55 -2.62 1.26
C: -1.85 -1.60 0.45
N: -0.83 -0.84 0.12
C: 0.39 -1.37 0.83
C: -0.15 -2.57 1.53
N: 0.59 -3.64 1.77
O: 1.86 -3.51 1.67
O: 0.08 -4.76 2.08
C: -3.22 -1.37 -0.08
H: -3.37 -8.85 3.60
H: -4.58 -8.59 2.33
H: -4.56 -7.55 3.76
H: -2.32 -7.67 1.67
H: -2.36 -6.59 3.07
H: -2.83 -4.52 -0.15
H: -1.63 -5.32 0.89
H: -2.12 -3.89 2.76
H: -3.46 -3.11 1.92
H: 1.12 -1.68 0.08
H: -3.57 -2.26 -0.61
H: -3.21 -0.53 -0.76
H: -3.93 -1.16 0.72

## Properties
* frontier orbital gap: 6.1 eV
* ΔE to the lowest compared entry with this formula, charge and spin: 15.9 kJ/mol
* charge: 0